Entry from the OMol25 dataset: the molecule C3H8N2 in a non-equilibrium geometry (the ωB97M-V functional and the def2-TZVPD basis).

Bonds (Å) are listed after each position.
Positions of all 13 atoms, in Å:
1 H 2.4390 1.6097 -0.4159  C4 1.122
2 H -1.1862 -1.6589 -0.1029  C10 1.099
3 H -2.2914 -1.4599 1.2817  C10 1.073
4 C 1.7322 0.9853 -1.0230  H1 1.122, H6 1.137, H9 1.153, C13 1.455
5 N -1.2893 0.2299 0.7509  C10 1.455, H11 1.042, N12 1.335
6 H 1.3205 1.7162 -1.7902  C4 1.137
7 H -0.5072 -1.5864 1.5507  C10 1.108
8 H 0.6968 -0.7925 -0.2185  C13 1.117
9 H 2.3270 0.1751 -1.5889  C4 1.153
10 C -1.3204 -1.2176 0.8946  H2 1.099, H3 1.073, N5 1.455, H7 1.108
11 H -2.2133 0.7048 0.8264  N5 1.042
12 N -0.3678 0.9730 0.1334  N5 1.335, C13 1.291
13 C 0.6602 0.3212 -0.2982  C4 1.455, H8 1.117, N12 1.291

Values from the calculation:
* SMILES: C/C=N/NC
* spin multiplicity: 1
* energy above the lowest of the compared OMol25 structures with the same formula, charge and spin: 60.39 kcal per mole
* HOMO-LUMO gap: 9.073 eV
* HOMO energy: -7.98 eV

Quick look at the natural (NBO) charges, all values in e: atom 1 (H): 0.224, atom 2 (H): 0.182, atom 3 (H): 0.214, atom 4 (C): -0.659, atom 5 (N): -0.431, atom 6 (H): 0.225, atom 7 (H): 0.196, atom 8 (H): 0.157, atom 9 (H): 0.213, atom 10 (C): -0.441, atom 11 (H): 0.372, atom 12 (N): -0.202, atom 13 (C): -0.051